{"formula": "C5H7NO", "method": "wB97M-V/def2-TZVPD", "energy_ha": -324.499681, "de_lowest_kcal_mol": 141.06, "homo_ev": -8.0, "spin_multiplicity": 1, "total_charge": 0, "symbols": ["O", "C", "C", "C", "C", "N", "C", "H", "H", "H", "H", "H", "H", "H"], "xyz": [[2.62, 0.37, 0.02], [1.35, 0.48, -0.57], [0.47, -0.76, -0.38], [0.23, -0.45, 1.09], [-2.08, -0.32, 0.29], [-0.73, 0.07, -0.12], [0.35, 0.92, 0.49], [3.11, -0.32, -0.44], [1.40, 1.00, -1.55], [0.40, -1.70, -0.92], [-2.04, -1.11, 1.04], [-2.65, -0.64, -0.59], [-2.57, 0.56, 0.72], [0.13, 1.89, 0.92]], "nbo_charge": [-0.7047, 0.0821, -0.1460, -0.1272, -0.3965, -0.2999, -0.1104, 0.4707, 0.1592, 0.2113, 0.2267, 0.2003, 0.2179, 0.2166]}

***

{"formula": "C20H31Br4N4O3PSTeTi", "method": "wB97M-V/def2-TZVPD", "energy_ha": -13378.429223, "de_lowest_kcal_mol": 39.48, "homo_ev": [-9.9, -9.9], "spin_multiplicity": 2, "total_charge": 1, "symbols": ["Ti", "Br", "C", "C", "Br", "C", "Br", "C", "O", "C", "O", "C", "Br", "S", "C", "N", "C", "C", "C", "N", "H", "H", "H", "H", "H", "H", "H", "H", "C", "Te", "C", "H", "H", "H", "H", "H", "H", "O", "N", "C", "C", "C", "C", "C", "H", "H", "H", "H", "H", "C", "P", "C", "C", "H", "H", "H", "H", "H", "H", "H", "H", "H", "N", "H", "H", "H"], "xyz": [[1.03, -0.03, -0.07], [5.70, -4.36, 2.53], [4.76, -3.26, 1.34], [5.13, -3.15, 0.00], [6.61, -4.11, -0.65], [4.40, -2.33, -0.87], [4.82, -2.14, -2.69], [3.33, -1.60, -0.40], [2.54, -0.79, -1.12], [2.97, -1.70, 0.95], [1.89, -0.94, 1.28], [3.66, -2.52, 1.81], [3.02, -2.61, 3.58], [0.56, 1.76, 2.20], [-0.91, 2.59, 1.92], [-0.97, 3.68, 1.16], [-2.17, 4.51, 1.02], [-3.39, 3.60, 1.04], [-3.37, 2.78, 2.31], [-2.06, 2.13, 2.44], [-0.08, 4.06, 0.90], [-2.11, 5.06, 0.09], [-2.23, 5.23, 1.84], [-3.34, 2.93, 0.18], [-4.30, 4.18, 0.97], [-4.13, 2.01, 2.29], [-3.56, 3.42, 3.18], [-1.95, 1.36, 3.08], [-1.18, 3.60, -2.66], [-0.60, 1.66, -2.04], [1.15, 1.74, -3.26], [-0.53, 4.37, -2.25], [-2.21, 3.76, -2.35], [-1.12, 3.59, -3.75], [0.87, 1.77, -4.31], [1.75, 0.86, -3.05], [1.71, 2.64, -3.00], [-0.84, -0.39, 0.43], [-1.44, -1.04, 1.41], [-2.76, -1.22, 1.27], [-3.48, -1.89, 2.23], [-2.83, -2.37, 3.36], [-1.47, -2.16, 3.48], [-0.78, -1.47, 2.49], [-3.18, -0.81, 0.36], [-4.54, -2.03, 2.09], [-3.37, -2.91, 4.12], [-0.91, -2.52, 4.33], [0.28, -1.27, 2.51], [-1.64, -1.96, -2.39], [0.11, -1.65, -1.95], [0.48, -3.24, -1.10], [0.91, -1.84, -3.57], [-1.71, -2.90, -2.93], [-2.03, -1.15, -3.00], [-2.24, -2.03, -1.48], [0.59, -4.04, -1.83], [-0.36, -3.49, -0.45], [1.39, -3.19, -0.50], [0.64, -2.81, -4.00], [1.99, -1.78, -3.46], [0.57, -1.05, -4.24], [2.52, 1.69, -0.23], [3.20, 1.47, -0.94], [2.99, 1.65, 0.67], [2.22, 2.65, -0.33]], "nbo_charge": [1.3302, 0.1231, -0.1554, -0.1503, 0.1277, -0.1582, 0.0997, 0.2211, -0.8273, 0.2465, -0.8224, -0.1676, 0.0953, -0.2457, 0.3663, -0.5872, -0.2210, -0.4208, -0.2170, -0.5898, 0.4217, 0.2218, 0.2050, 0.2092, 0.2420, 0.2158, 0.2060, 0.4212, -0.8727, 0.5637, -0.8525, 0.2197, 0.2287, 0.2404, 0.2354, 0.2421, 0.2207, -0.6481, 0.0565, 0.0152, -0.2145, -0.1564, -0.2261, 0.0724, 0.2447, 0.2471, 0.2452, 0.2546, 0.2846, -0.9458, 0.9206, -0.9272, -0.9539, 0.2376, 0.2484, 0.2226, 0.2446, 0.2321, 0.2504, 0.2369, 0.2722, 0.2377, -1.0684, 0.4067, 0.4053, 0.3896]}

***

{"formula": "C25H19B2Cl3F3O3S", "method": "wB97M-V/def2-TZVPD", "energy_ha": -3318.146209, "de_lowest_kcal_mol": 0.00, "homo_ev": -4.7, "spin_multiplicity": 1, "total_charge": -1, "symbols": ["Cl", "B", "Cl", "Cl", "O", "C", "C", "C", "C", "C", "C", "C", "H", "H", "H", "H", "H", "H", "C", "C", "C", "C", "C", "B", "C", "C", "C", "C", "C", "F", "F", "F", "C", "C", "O", "C", "C", "C", "C", "C", "C", "O", "S", "H", "H", "H", "H", "H", "H", "H", "H", "H", "H", "H", "H", "H"], "xyz": [[3.02, 0.41, 3.83], [1.69, -0.77, 3.34], [2.29, -2.52, 3.22], [0.18, -0.63, 4.35], [1.22, -0.28, 1.82], [1.48, -0.95, 0.78], [2.85, -1.14, 0.32], [3.15, -2.30, -0.42], [4.43, -2.49, -0.95], [5.43, -1.55, -0.71], [5.17, -0.44, 0.10], [3.90, -0.25, 0.63], [0.71, -1.59, 0.34], [2.36, -3.05, -0.54], [4.62, -3.38, -1.55], [6.42, -1.68, -1.15], [5.95, 0.28, 0.33], [3.70, 0.57, 1.33], [-4.22, 3.57, -3.32], [-3.53, 2.44, -2.64], [-3.97, 1.13, -2.53], [-3.10, 0.28, -1.77], [-2.00, 0.95, -1.29], [-0.78, 0.35, -0.37], [-1.54, -0.02, 1.03], [-2.07, 1.02, 1.77], [-2.86, 0.77, 2.90], [-3.12, -0.55, 3.26], [-3.97, -0.85, 4.48], [-5.13, -1.50, 4.12], [-3.31, -1.66, 5.36], [-4.33, 0.27, 5.16], [-2.61, -1.60, 2.51], [-1.81, -1.33, 1.39], [-0.33, -0.71, -1.34], [0.69, -0.12, -2.02], [1.06, 1.11, -1.40], [2.27, 1.73, -1.71], [3.11, 1.08, -2.61], [2.75, -0.13, -3.21], [1.52, -0.73, -2.95], [0.31, 1.36, -0.31], [-2.02, 2.61, -1.80], [-5.19, 3.24, -3.71], [-4.40, 4.39, -2.63], [-3.63, 3.94, -4.16], [-4.90, 0.80, -2.98], [-3.32, -0.77, -1.59], [-1.92, 2.05, 1.45], [-3.27, 1.60, 3.48], [-2.82, -2.63, 2.80], [-1.44, -2.16, 0.80], [2.55, 2.64, -1.18], [4.09, 1.51, -2.82], [3.45, -0.63, -3.88], [1.22, -1.69, -3.36]], "nbo_charge": [-0.2433, 0.3810, -0.2494, -0.1943, -0.6030, 0.5856, -0.2286, -0.0477, -0.2590, -0.1557, -0.2222, -0.1107, 0.2083, 0.2109, 0.2147, 0.2118, 0.2163, 0.2520, -0.6273, -0.2426, -0.2614, -0.2873, -0.3996, 0.7985, -0.2270, -0.1853, -0.1993, -0.1307, 0.9729, -0.3444, -0.3343, -0.3320, -0.1909, -0.2209, -0.6807, 0.2375, 0.3135, -0.2989, -0.2436, -0.2471, -0.2718, -0.6825, 0.3986, 0.2111, 0.2089, 0.2074, 0.1967, 0.2139, 0.2183, 0.2183, 0.2122, 0.2018, 0.2168, 0.2017, 0.2005, 0.2121]}

***

{"formula": "C48H35BrCl2FFeN4O4P2Te", "method": "wB97M-V/def2-TZVPD", "energy_ha": -8178.908742, "de_lowest_kcal_mol": 0.00, "homo_ev": [-0.9, -1.2], "spin_multiplicity": 2, "total_charge": -2, "symbols": ["Fe", "Te", "C", "C", "C", "N", "C", "C", "C", "P", "C", "C", "C", "C", "C", "C", "C", "C", "C", "C", "C", "C", "P", "C", "C", "C", "C", "C", "C", "C", "C", "C", "C", "C", "C", "H", "H", "H", "H", "H", "H", "H", "H", "H", "H", "H", "H", "H", "H", "H", "H", "H", "H", "H", "H", "H", "H", "H", "H", "F", "C", "C", "N", "C", "C", "O", "O", "C", "O", "N", "C", "O", "H", "H", "H", "H", "Cl", "C", "C", "C", "C", "C", "Cl", "C", "N", "H", "H", "H", "Br", "C", "C", "C", "C", "C", "C", "H", "H", "H", "H"], "xyz": [[-0.19, -0.10, 0.08], [1.28, 4.49, 1.44], [-0.14, 6.00, 0.88], [-1.22, 6.33, 1.70], [-2.10, 7.32, 1.30], [-1.98, 8.01, 0.17], [-0.95, 7.70, -0.61], [-0.02, 6.72, -0.30], [0.35, 2.76, 0.77], [-0.45, 1.55, 1.78], [-2.12, 2.18, 2.19], [-2.72, 3.18, 1.44], [-4.04, 3.56, 1.68], [-4.77, 2.93, 2.67], [-4.19, 1.92, 3.42], [-2.88, 1.54, 3.18], [0.34, 1.69, 3.44], [1.48, 0.91, 3.65], [2.19, 0.99, 4.83], [1.76, 1.84, 5.85], [0.63, 2.61, 5.66], [-0.07, 2.54, 4.46], [0.93, 1.79, -0.58], [0.39, 2.50, -2.18], [0.44, 1.69, -3.33], [-0.20, 2.10, -4.49], [-0.86, 3.33, -4.53], [-0.88, 4.15, -3.42], [-0.26, 3.72, -2.25], [2.75, 2.06, -0.72], [3.40, 2.55, -1.85], [4.78, 2.69, -1.87], [5.54, 2.34, -0.77], [4.90, 1.84, 0.37], [3.53, 1.70, 0.39], [-1.39, 5.81, 2.63], [-2.95, 7.58, 1.93], [-0.86, 8.26, -1.54], [0.80, 6.51, -0.99], [-2.15, 3.64, 0.64], [-4.49, 4.33, 1.07], [-5.80, 3.21, 2.85], [-4.76, 1.41, 4.19], [-2.44, 0.73, 3.75], [1.80, 0.23, 2.87], [3.08, 0.38, 4.98], [2.32, 1.90, 6.78], [0.29, 3.28, 6.44], [-0.96, 3.15, 4.32], [1.21, 0.20, -2.25], [-0.22, 1.46, -5.36], [-1.36, 3.62, -5.44], [-1.40, 5.10, -3.44], [-0.34, 4.31, -1.35], [2.81, 2.84, -2.71], [5.26, 3.08, -2.76], [6.61, 2.45, -0.79], [5.49, 1.56, 1.23], [3.04, 1.31, 1.27], [-3.14, -4.77, 3.78], [-1.92, -5.03, 3.28], [-1.00, -4.06, 3.14], [0.27, -4.31, 2.66], [1.18, -3.19, 2.46], [0.64, -2.15, 1.46], [1.44, -1.24, 1.14], [-0.55, -2.23, 1.10], [0.63, -5.55, 2.21], [1.72, -5.83, 1.74], [-0.35, -6.52, 2.37], [-1.64, -6.40, 2.89], [-2.38, -7.36, 2.98], [-1.22, -3.04, 3.39], [2.13, -3.58, 2.12], [1.33, -2.68, 3.42], [-0.09, -7.44, 2.04], [2.36, 0.62, -5.99], [1.36, -0.67, -5.38], [1.10, -1.75, -6.21], [0.38, -2.83, -5.72], [-0.06, -2.83, -4.41], [0.19, -1.74, -3.59], [-0.35, -1.80, -1.95], [0.88, -0.61, -4.07], [1.15, 0.48, -3.24], [1.48, -1.74, -7.22], [0.17, -3.68, -6.36], [-0.61, -3.67, -4.01], [-6.78, 0.61, -1.36], [-4.89, 0.48, -1.00], [-4.44, -0.40, -0.04], [-3.08, -0.48, 0.21], [-2.12, 0.30, -0.45], [-2.65, 1.17, -1.42], [-4.01, 1.27, -1.70], [-5.15, -1.02, 0.51], [-2.75, -1.18, 0.98], [-1.99, 1.82, -1.98], [-4.37, 1.97, -2.45]], "mulliken_spin": [1.0246, -0.0079, -0.0007, -0.0004, 0.0002, -0.0003, 0.0001, 0.0002, 0.0058, -0.0606, 0.0137, 0.0007, -0.0038, 0.0052, 0.0007, 0.0144, 0.0134, 0.0071, -0.0004, 0.0011, -0.0007, -0.0016, -0.0240, -0.0157, 0.0237, 0.0002, 0.0025, -0.0021, -0.0005, -0.0040, 0.0084, -0.0035, 0.0040, -0.0048, 0.0010, -0.0002, 0.0000, 0.0000, -0.0003, 0.0024, -0.0002, 0.0007, -0.0001, -0.0034, -0.0012, -0.0001, 0.0004, 0.0002, 0.0004, -0.0075, -0.0001, 0.0004, 0.0001, 0.0016, 0.0019, -0.0004, 0.0007, -0.0002, 0.0153, 0.0000, -0.0005, 0.0009, -0.0004, -0.0004, -0.0043, 0.0036, 0.0085, 0.0005, -0.0001, 0.0000, 0.0000, 0.0000, 0.0011, 0.0001, 0.0002, 0.0000, -0.0001, 0.0020, -0.0006, 0.0007, -0.0079, 0.0045, 0.0125, 0.0115, 0.0004, 0.0000, 0.0000, -0.0005, -0.0002, -0.0034, 0.0057, -0.0254, 0.0474, -0.0665, -0.0014, -0.0004, 0.0040, 0.0019, 0.0001]}

***

{"formula": "C21H19LuN4O5S", "method": "wB97M-V/def2-TZVPD", "energy_ha": -3040.783177, "de_lowest_kcal_mol": 4.25, "homo_ev": -9.0, "spin_multiplicity": 1, "total_charge": 0, "symbols": ["Lu", "O", "C", "N", "C", "C", "C", "C", "C", "C", "N", "C", "C", "C", "C", "C", "N", "H", "H", "H", "H", "H", "H", "H", "H", "H", "H", "C", "C", "C", "C", "C", "C", "C", "S", "O", "O", "N", "C", "C", "O", "O", "H", "H", "H", "H", "H", "H", "H", "H", "H"], "xyz": [[0.60, 1.11, -0.88], [4.36, -0.07, -2.28], [3.32, 0.57, -2.16], [2.82, 1.18, -1.08], [3.60, 1.03, 0.13], [2.83, 1.55, 1.33], [3.41, 1.52, 2.59], [2.68, 2.00, 3.66], [1.40, 2.50, 3.46], [0.90, 2.48, 2.18], [1.60, 2.01, 1.14], [2.43, 0.76, -3.39], [2.96, 0.64, -4.66], [2.13, 0.88, -5.74], [0.80, 1.21, -5.53], [0.34, 1.28, -4.23], [1.14, 1.05, -3.18], [4.55, 1.58, 0.07], [3.88, -0.01, 0.31], [4.41, 1.13, 2.72], [3.11, 1.99, 4.66], [0.81, 2.90, 4.27], [-0.10, 2.85, 1.95], [4.00, 0.37, -4.76], [2.51, 0.80, -6.75], [0.12, 1.41, -6.35], [-0.69, 1.50, -4.00], [-4.49, -3.90, 3.41], [-3.50, -3.22, 2.52], [-2.49, -2.42, 3.03], [-1.57, -1.78, 2.19], [-1.68, -1.97, 0.82], [-2.69, -2.77, 0.28], [-3.59, -3.39, 1.13], [-0.62, -1.24, -0.34], [0.46, -0.55, 0.47], [-0.10, -2.25, -1.21], [-1.35, -0.11, -1.14], [-2.31, 0.78, -0.41], [-2.04, 2.29, -0.55], [-2.94, 3.07, -0.38], [-0.77, 2.62, -0.78], [-4.30, -3.69, 4.46], [-4.47, -4.98, 3.28], [-5.51, -3.57, 3.19], [-2.41, -2.28, 4.10], [-0.79, -1.16, 2.60], [-2.75, -2.91, -0.79], [-4.37, -4.01, 0.72], [-2.33, 0.60, 0.67], [-3.32, 0.61, -0.76]], "nbo_charge": [2.0550, -0.6451, 0.6144, -0.7982, -0.2692, 0.2742, -0.2429, -0.1390, -0.2643, 0.0658, -0.5390, 0.1716, -0.2154, -0.1370, -0.2516, 0.0758, -0.5504, 0.2167, 0.2247, 0.2270, 0.2224, 0.2289, 0.2204, 0.2533, 0.2233, 0.2296, 0.2176, -0.6332, 0.0165, -0.2204, -0.1817, -0.3122, -0.1744, -0.2131, 2.2798, -1.0348, -0.9051, -1.0537, -0.3607, 0.7824, -0.6017, -0.8836, 0.2180, 0.2263, 0.2264, 0.2159, 0.2384, 0.2397, 0.2176, 0.2116, 0.2329]}

***

{"formula": "C29H52GeN9OPSi3Ti", "method": "wB97M-V/def2-TZVPD", "energy_ha": -5840.459436, "de_lowest_kcal_mol": 0.00, "homo_ev": [-10.2, -10.1], "spin_multiplicity": 2, "total_charge": 1, "symbols": ["Ti", "C", "N", "C", "C", "N", "C", "P", "C", "N", "C", "C", "N", "C", "C", "N", "C", "C", "N", "C", "H", "H", "H", "H", "H", "H", "H", "H", "H", "H", "H", "H", "H", "H", "H", "C", "C", "O", "C", "C", "H", "H", "H", "H", "H", "H", "H", "H", "H", "H", "N", "C", "C", "C", "N", "C", "N", "C", "Si", "C", "C", "Ge", "Si", "C", "C", "C", "Si", "C", "C", "C", "H", "H", "H", "H", "H", "H", "H", "H", "H", "H", "H", "H", "H", "H", "H", "H", "H", "H", "H", "H", "H", "H", "H", "H", "H", "H", "H"], "xyz": [[-0.88, 0.34, -0.47], [-0.08, -4.88, -2.45], [0.15, -3.47, -2.19], [1.08, -2.70, -2.83], [0.96, -1.44, -2.33], [-0.03, -1.43, -1.39], [-0.51, -2.67, -1.33], [-1.91, -3.19, -0.29], [-1.43, -2.29, 1.22], [-1.07, -1.01, 1.28], [-0.96, -0.71, 2.61], [-1.26, -1.81, 3.35], [-1.56, -2.80, 2.46], [-1.93, -4.17, 2.80], [-3.12, -1.94, -0.85], [-3.04, -0.63, -0.60], [-4.19, -0.09, -1.11], [-4.96, -1.07, -1.65], [-4.28, -2.24, -1.48], [-4.70, -3.56, -1.95], [0.86, -5.42, -2.40], [-0.53, -4.99, -3.44], [-0.76, -5.29, -1.71], [1.73, -3.11, -3.59], [1.51, -0.56, -2.58], [-0.63, 0.25, 2.95], [-1.27, -1.98, 4.42], [-1.81, -4.31, 3.87], [-1.28, -4.88, 2.28], [-2.97, -4.37, 2.53], [-4.40, 0.97, -1.05], [-5.91, -1.03, -2.16], [-5.67, -3.46, -2.41], [-4.77, -4.25, -1.11], [-3.99, -3.93, -2.68], [-3.34, 1.89, 1.61], [-1.96, 2.49, 1.47], [-1.43, 2.38, 0.12], [-1.60, 3.64, -0.60], [-0.91, 3.65, -1.94], [-3.70, 2.04, 2.63], [-3.32, 0.82, 1.40], [-4.05, 2.37, 0.93], [-1.24, 2.00, 2.11], [-1.96, 3.55, 1.73], [-1.17, 4.41, 0.05], [-2.67, 3.83, -0.69], [-1.49, 3.16, -2.71], [0.07, 3.16, -1.87], [-0.74, 4.68, -2.24], [-1.45, 0.75, -2.48], [-2.04, 0.13, -3.27], [-2.68, -0.65, -4.20], [-3.96, -0.29, -4.69], [-5.02, -0.02, -5.05], [-2.18, -1.96, -4.35], [-1.77, -3.04, -4.40], [2.66, 3.98, -0.88], [3.00, 2.14, -1.03], [4.84, 1.95, -0.71], [2.76, 1.67, -2.84], [1.57, 0.88, 0.50], [1.76, 2.36, 2.42], [0.94, 1.81, 4.04], [3.60, 2.56, 2.79], [1.05, 4.09, 2.11], [2.78, -1.07, 1.30], [2.09, -2.73, 0.70], [4.59, -1.10, 0.80], [2.74, -1.19, 3.18], [3.33, 4.51, -1.58], [2.89, 4.35, 0.12], [1.64, 4.28, -1.11], [5.35, 2.65, -1.38], [5.20, 0.95, -0.94], [5.13, 2.20, 0.31], [3.42, 2.30, -3.44], [1.74, 1.80, -3.20], [3.07, 0.64, -3.02], [1.20, 0.80, 4.36], [-0.15, 1.90, 4.01], [1.28, 2.50, 4.82], [4.15, 1.62, 2.72], [3.74, 2.96, 3.79], [4.05, 3.26, 2.09], [0.22, 4.29, 2.79], [0.71, 4.23, 1.09], [1.81, 4.84, 2.31], [2.11, -2.82, -0.38], [1.08, -2.91, 1.05], [2.73, -3.52, 1.11], [4.71, -1.14, -0.28], [5.04, -2.00, 1.22], [5.14, -0.24, 1.18], [1.74, -1.39, 3.56], [3.11, -0.28, 3.66], [3.39, -2.01, 3.49]], "mulliken_spin": [1.0479, -0.0001, -0.0003, 0.0054, 0.0287, -0.0754, 0.0400, -0.0005, 0.0450, -0.1106, 0.0009, -0.0015, 0.0032, 0.0002, 0.0185, -0.0147, 0.0137, -0.0006, 0.0006, 0.0000, 0.0000, 0.0002, -0.0001, 0.0000, -0.0018, 0.0128, 0.0002, -0.0003, 0.0001, 0.0000, 0.0012, -0.0001, -0.0001, 0.0000, 0.0000, 0.0112, 0.0096, -0.0064, -0.0003, 0.0090, 0.0015, 0.0017, -0.0007, -0.0080, 0.0034, 0.0004, -0.0018, -0.0001, -0.0030, 0.0002, -0.0341, 0.0343, -0.0026, 0.0025, -0.0005, 0.0017, -0.0004, -0.0003, -0.0168, -0.0041, 0.0006, -0.0018, -0.0080, 0.0003, -0.0063, 0.0013, 0.0054, 0.0030, -0.0022, -0.0011, -0.0002, -0.0002, 0.0001, -0.0006, -0.0001, 0.0006, 0.0003, -0.0005, 0.0009, -0.0002, 0.0004, 0.0002, 0.0005, -0.0005, 0.0000, 0.0001, 0.0002, -0.0001, -0.0004, -0.0009, 0.0003, 0.0001, -0.0005, 0.0001, -0.0001, 0.0003, -0.0002]}